Record 1
88
Properties=species:S:1:pos:R:3 method="wB97M-V/def2-TZVPD" smiles="C[C@](CCC(=O)O)(OC[C@H](OC#N)O[C@@H](CCCN)CCCCCN)P(O)O.C[C@@H]1COC(=O)O1.C[C@@H]1COC(=O)O1" multiplicity=1 fmax_ev_per_a=4.60 e_tot_ev=-67046.2168
C 1.63210 -2.29693 5.17404
C 1.11234 -2.15932 3.69057
C 1.81595 -3.25531 2.81927
C 2.02861 -2.83478 1.32521
C 1.64206 -3.95844 0.32190
O 2.31891 -4.88632 0.11352
O 0.43563 -3.76118 -0.34900
O 1.16644 -0.86050 3.15144
C 2.44962 -0.26702 3.21487
C 2.38391 0.95239 2.25558
O 1.14489 1.69776 2.51463
C 1.12076 2.12085 3.75422
N 1.02409 2.14716 4.87452
O 2.30266 0.50697 0.96019
C 2.58290 1.53364 -0.02150
C 4.00947 1.27364 -0.60298
C 4.11350 0.25651 -1.78214
C 3.30539 -1.07073 -1.62077
N 2.08314 -1.06828 -2.46577
C 1.45220 1.73229 -1.06497
C 0.14385 0.92625 -0.78618
C -1.00284 1.84666 -0.23218
C -2.28274 0.94651 -0.13074
C -3.06561 1.19580 1.19178
N -2.22060 0.85589 2.36391
P -0.73729 -2.59523 3.71303
O -0.87551 -4.17255 4.24763
O -1.38085 -1.65502 4.94930
H 0.81307 -2.71634 5.79859
H 1.91623 -1.34568 5.65424
H 2.45677 -3.03185 5.26684
H 1.17353 -4.16396 2.82863
H 2.78814 -3.57432 3.23605
H 1.46081 -1.94025 1.01590
H 3.11977 -2.70335 1.18024
H 0.53817 -2.91963 -0.82876
H 2.74576 0.04139 4.23986
H 3.26172 -0.94913 2.86996
H 3.24857 1.62330 2.44474
H 2.66698 2.49025 0.54154
H 4.72678 1.00853 0.20274
H 4.36569 2.25521 -0.99232
H 5.17880 -0.03711 -1.89427
H 3.83988 0.71132 -2.75747
H 3.10058 -1.36513 -0.57902
H 3.95243 -1.87698 -2.04962
H 1.78968 -2.02499 -2.65882
H 2.29464 -0.64800 -3.37108
H 1.76075 1.54211 -2.11057
H 1.17028 2.80803 -1.05309
H 0.27597 0.00918 -0.18920
H -0.23141 0.59014 -1.77709
H -0.73762 2.32324 0.72567
H -1.22326 2.57374 -1.04115
H -2.96879 1.10457 -0.98800
H -2.03880 -0.14067 -0.13594
H -3.31624 2.27417 1.23916
H -4.02020 0.62458 1.20129
H -1.75398 -0.03412 2.17582
H -2.82842 0.70184 3.16731
H -1.71483 -4.50353 3.89302
H -1.61102 -2.22149 5.70633
C -6.34049 4.86536 2.46141
C -5.58961 5.16045 1.18495
C -6.43764 5.74408 0.08634
O -5.72230 5.34235 -1.08424
C -5.05979 4.19551 -0.76982
O -4.51148 3.49530 -1.55722
O -5.11263 3.95617 0.57146
H -5.72789 4.26283 3.13340
H -6.61733 5.78908 2.97104
H -7.24759 4.29162 2.26082
H -4.72065 5.79079 1.39926
H -6.51372 6.82845 0.14132
H -7.44138 5.31274 0.04156
C -0.32263 -3.42870 -5.58890
C 0.45220 -2.54805 -6.54012
C 1.65407 -3.20998 -7.15935
O 2.49259 -2.08844 -7.44961
C 2.18057 -1.11767 -6.55008
O 2.80614 -0.12025 -6.38725
O 1.05450 -1.44229 -5.85364
H -1.04548 -2.83750 -5.02494
H -0.85480 -4.21123 -6.13080
H 0.33988 -3.89858 -4.85872
H -0.21860 -2.13956 -7.30246
H 1.41334 -3.75988 -8.06712
H 2.18733 -3.86836 -6.46821

Record 2
74
Properties=species:S:1:pos:R:3 method="wB97M-V/def2-TZVPD" multiplicity=1 fmax_ev_per_a=5.37 e_tot_ev=-50471.3216 charge=+2
Pb 0.53265 -2.35456 0.74734
C 0.61505 -4.86897 0.32179
C 0.97933 -4.29211 -0.95838
C 2.57154 -3.59672 0.62850
C 1.61003 -4.41671 1.31308
C 2.19310 -3.52308 -0.78753
C -0.50386 -5.83011 0.57844
H -1.33395 -5.66270 -0.11575
H -0.86835 -5.76255 1.59526
H -0.09345 -6.82937 0.40336
C 1.63645 -4.74749 2.75871
H 0.70789 -5.20332 3.10089
H 1.82227 -3.85699 3.37633
H 2.43069 -5.47128 2.91855
C 3.79312 -2.98107 1.24195
H 4.53685 -3.77998 1.27467
H 3.59004 -2.62521 2.25749
H 4.17871 -2.15251 0.63988
C 2.96597 -2.79622 -1.86296
H 3.67471 -3.53241 -2.25774
H 3.52586 -1.93830 -1.46993
H 2.31938 -2.46333 -2.67684
C 0.28972 -4.55303 -2.27009
H 0.87695 -5.35689 -2.72398
H 0.30384 -3.68459 -2.93205
H -0.73436 -4.89110 -2.12427
C -1.47060 -1.68206 1.44048
C -1.82640 -2.79294 0.49828
C -2.31225 -2.55603 -0.84486
C -1.59628 -1.43036 -1.61676
C -0.16841 -1.29288 -1.41340
C 0.42364 -0.35271 -0.40359
C -0.42259 0.44003 0.50183
C -1.61150 -0.28513 1.15805
H -3.38730 -2.33419 -0.72611
H -2.07167 -0.46556 -1.41152
H -2.25920 -3.50260 -1.42080
H -2.51687 -0.15721 0.56703
H -1.24750 -1.99389 2.47441
H -1.88983 -3.79091 0.94203
H -1.80187 0.19713 2.14120
H 0.23363 0.87118 1.29109
H 1.50422 -0.14908 -0.49739
H -0.77507 1.28941 -0.10251
H -1.71819 -1.61672 -2.70229
H 0.55670 -1.69103 -2.13543
P -1.26575 4.67144 0.06627
P 1.17985 6.45954 -0.95169
C -1.60662 6.47327 -0.33847
C -0.34702 7.34861 -0.31268
H -2.32963 6.83209 0.40784
H -2.08961 6.51768 -1.32900
H -0.48736 8.23538 -0.94395
H -0.13535 7.69028 0.71613
C 2.45271 7.70938 -0.53563
H 3.40221 7.42609 -1.01886
H 2.62450 7.72095 0.55402
H 2.17114 8.71946 -0.86500
C 0.96158 6.84086 -2.74861
H 0.80438 7.91548 -2.92264
H 0.10740 6.27678 -3.15225
H 1.86676 6.51785 -3.28957
C -2.17011 4.57755 1.66855
H -2.20556 3.52690 2.00077
H -3.19749 4.96351 1.57930
H -1.63221 5.15902 2.43555
C -2.50237 3.87178 -1.02941
H -2.18097 3.95128 -2.08210
H -3.49891 4.32384 -0.92171
H -2.56359 2.79830 -0.77668
C -1.04483 -3.99100 3.08598
H -0.42141 -3.42756 3.75476
H -1.12884 -5.02378 3.27288
H -2.02577 -3.61881 2.95976

Record 3
86
Properties=species:S:1:pos:R:3 method="wB97M-V/def2-TZVPD" multiplicity=1 fmax_ev_per_a=0.23 e_above_lowest_kj_mol=14.14
Ag 0.59880 0.06678 1.44940
N 0.06707 -1.70990 2.93116
C 0.15430 -2.99139 2.22325
C -0.65426 -2.94036 0.92885
N -0.21304 -1.91307 0.00680
C 0.74422 -2.28143 -1.01940
C 2.20312 -2.15824 -0.58178
N 2.47077 -0.82106 -0.05934
H 0.60847 -1.71964 3.78561
H -0.89419 -1.49530 3.17815
H -0.21496 -3.82922 2.82637
H 1.20658 -3.17945 2.00640
H -1.69456 -2.72759 1.19186
H -0.63593 -3.93766 0.46626
H -0.99917 -1.39681 -0.36255
H 0.60401 -1.60080 -1.86121
H 0.57596 -3.30573 -1.38512
H 2.82216 -2.41396 -1.45141
H 2.43411 -2.88804 0.19850
H 2.32602 -0.12485 -0.78779
H 3.41835 -0.73285 0.28245
C -5.83415 3.45253 2.22211
C -4.92956 2.22649 2.10810
C -4.26621 1.99114 3.46489
C -5.78537 1.03617 1.67704
N -3.88162 2.48593 1.08226
C -3.74886 3.68085 0.38432
C -2.67541 3.55818 -0.41702
N -2.14218 2.30037 -0.23408
B -0.85431 1.79941 -0.94013
N 0.18895 2.94788 -0.90695
C 0.38912 3.83843 -1.93824
C 1.39869 4.65723 -1.59720
N 1.83944 4.26612 -0.34060
C 1.07099 3.21704 0.07707
S 1.14077 2.46325 1.61715
C 2.97893 4.89767 0.38149
C 2.48090 5.53650 1.67771
C 4.06078 3.84822 0.63775
C 3.57766 5.99653 -0.49504
N -1.18632 1.47063 -2.42546
C -2.44898 1.46267 -2.98007
C -2.35872 0.96111 -4.22424
N -1.02768 0.63734 -4.44709
C -0.30514 0.96199 -3.32662
S 1.37004 0.81130 -3.08376
C -0.48329 0.10833 -5.72931
C -1.63710 -0.11289 -6.70640
C 0.47854 1.12920 -6.33489
C 0.19226 -1.24161 -5.47799
C -2.88162 1.63816 0.69359
S -2.58338 0.05357 1.24639
H -6.59571 3.23593 2.97030
H -6.34411 3.67356 1.28326
H -5.28601 4.33579 2.55254
H -5.03951 1.82927 4.21779
H -3.67969 2.86551 3.75306
H -3.61123 1.12449 3.43527
H -6.56545 0.86884 2.42141
H -5.18457 0.13520 1.58335
H -6.26359 1.24455 0.71779
H -4.41065 4.51284 0.51997
H -2.23239 4.27211 -1.08899
H -0.47506 0.82046 -0.38944
H -0.17577 3.78482 -2.85136
H 1.84681 5.45819 -2.15006
H 2.04488 4.79687 2.34376
H 1.73048 6.29817 1.45700
H 3.31974 6.01665 2.18429
H 3.69657 3.05727 1.28816
H 4.91984 4.32822 1.10937
H 4.38444 3.40770 -0.30721
H 2.85848 6.78915 -0.70552
H 3.96639 5.60184 -1.43469
H 4.40985 6.44061 0.04991
H -3.31388 1.79425 -2.43467
H -3.13142 0.78610 -4.94598
H -2.11670 0.82564 -6.98893
H -2.38729 -0.79443 -6.30345
H -1.23093 -0.56292 -7.61135
H -0.04793 2.06583 -6.52968
H 0.86584 0.74734 -7.28113
H 1.31143 1.31991 -5.66332
H -0.50373 -1.91661 -4.97498
H 1.08127 -1.13145 -4.86332
H 0.46825 -1.68767 -6.43479

Record 4
80
Properties=species:S:1:pos:R:3 method="wB97M-V/def2-TZVPD" smiles="CC(=O)OCCC[Si@@H](CCCCCCCC[Si](C)(C)c1ccccc1)B(O)N(C)C.CC#N" multiplicity=1 fmax_ev_per_a=4.90 e_tot_ev=-52235.3454
C -6.16281 7.87768 4.86797
C -5.22487 6.60242 4.52176
O -5.05203 5.78990 5.48116
O -4.64510 6.45786 3.24381
C -4.14212 5.11263 3.01754
C -3.94746 4.76262 1.44699
C -2.49445 5.15624 0.87620
Si -1.27772 3.65512 0.73454
C -1.58754 2.58435 -0.84086
C -0.44430 1.48678 -1.12623
C -0.98032 -0.01719 -1.28343
C 0.11584 -0.97981 -1.99635
C -0.39867 -2.50964 -2.14134
C 0.08368 -3.41323 -0.87069
C 0.22064 -4.95300 -1.40176
C 1.76449 -5.39461 -1.59107
Si 2.19639 -7.05178 -0.68577
C 1.33633 -8.58384 -1.45084
C 1.58475 -6.83885 1.15152
C 4.10422 -7.16453 -0.58990
C 4.98440 -6.41169 -1.61897
C 6.52492 -6.47583 -1.51077
C 7.24459 -7.26682 -0.36990
C 6.35282 -8.04649 0.65456
C 4.78516 -8.00043 0.55921
B 0.57012 4.36792 0.70940
O 1.57853 3.83172 -0.22636
N 1.05064 5.44152 1.64443
C 1.86678 4.73795 2.69713
C 1.94250 6.43337 0.97643
H -5.58715 8.83641 4.62551
H -6.37358 7.91242 6.00123
H -7.16982 7.84015 4.32833
H -3.17736 4.90548 3.61919
H -4.94841 4.37612 3.40062
H -4.09238 3.62046 1.37012
H -4.71936 5.33261 0.80485
H -1.99292 6.01539 1.44895
H -2.64429 5.53673 -0.20368
H -1.53706 2.82856 1.93326
H -2.58414 2.03353 -0.76137
H -1.55222 3.32742 -1.72749
H 0.35740 1.48265 -0.29091
H 0.11436 1.75703 -2.10392
H -1.94932 -0.01961 -1.90993
H -1.16175 -0.41336 -0.21034
H 1.08664 -1.03927 -1.37254
H 0.39051 -0.60841 -3.04666
H -1.52900 -2.59455 -2.28920
H 0.14388 -2.93342 -3.07216
H 1.07002 -3.02465 -0.43077
H -0.77442 -3.37724 -0.11620
H -0.34192 -5.62695 -0.66116
H -0.25800 -4.97316 -2.43891
H 1.94209 -5.55368 -2.71384
H 2.50106 -4.57715 -1.24337
H 0.41910 -8.81035 -0.78469
H 2.03342 -9.48595 -1.46727
H 0.95256 -8.30261 -2.49793
H 2.50413 -6.55436 1.79479
H 1.17332 -7.83151 1.53561
H 0.85693 -5.96286 1.22243
H 4.45639 -5.81943 -2.44293
H 7.13436 -5.90686 -2.28322
H 8.39048 -7.28430 -0.28775
H 6.83532 -8.65615 1.49204
H 4.15360 -8.56725 1.31552
H 1.30915 4.23843 -1.08903
H 1.46341 3.70570 2.97424
H 2.01249 5.38499 3.64502
H 2.92215 4.59495 2.23593
H 1.30637 6.98542 0.19147
H 2.38110 7.18082 1.74222
H 2.83865 5.98389 0.42605
C -3.31448 4.25794 -4.49033
C -3.51891 2.94038 -3.80518
N -3.68012 1.90333 -3.26544
H -4.19695 4.51005 -5.08043
H -3.14673 5.04008 -3.74799
H -2.44797 4.20179 -5.15118

Record 5
93
Properties=species:S:1:pos:R:3 method="wB97M-V/def2-TZVPD" multiplicity=3 s_squared=2.10 fmax_ev_per_a=1.50 charge=+1 e_above_lowest_kj_mol=0.00
Cr -0.57510 -0.17951 -0.02857
C -1.65197 1.66035 3.76888
C -1.72180 1.66523 2.37925
N -1.45210 0.45607 1.88912
N -1.19735 -0.34410 2.96346
C -1.30848 0.36092 4.10041
B -1.03065 -1.85831 2.64583
N 0.33850 -2.11185 1.95093
C 1.27522 -3.01709 2.26951
C 2.23543 -3.02789 1.27332
C 1.79553 -2.07782 0.36003
N 0.66285 -1.52102 0.78312
N -2.14447 -2.17100 1.58547
C -3.32210 -2.81054 1.71403
C -3.94780 -2.83728 0.48448
C -3.07263 -2.15784 -0.36197
N -1.99648 -1.74481 0.30481
N -1.11602 -2.77507 3.84010
C -1.41743 -4.10555 3.85968
C -1.18842 -4.56584 5.12593
C -0.73263 -3.43015 5.83079
N -0.68158 -2.36022 5.05855
H -1.82340 2.48327 4.44428
H -1.93987 2.48586 1.71152
H -1.14125 -0.11697 5.05291
H 1.20389 -3.59299 3.18197
H 3.12079 -3.64231 1.22659
H 2.23889 -1.76287 -0.56926
H -3.64142 -3.19816 2.66869
H -4.89333 -3.29234 0.23281
H -3.17071 -1.95797 -1.41740
H -1.72606 -4.63508 2.97140
H -1.32467 -5.57065 5.49402
H -0.43609 -3.35343 6.86766
C 4.26034 2.35593 -0.97230
Si 3.63344 0.66747 -1.47195
C 4.05895 0.34761 -3.26185
C 4.47088 -0.64325 -0.45005
Si 1.27154 0.93843 -1.29984
Si -0.40911 -1.25308 -2.34243
C 0.94827 -0.84461 -3.58420
C -1.98786 -0.93726 -3.33608
C -0.22720 -3.10344 -2.08527
Si 0.72856 2.83351 -2.65484
C 1.91231 2.93314 -4.09277
C 0.85448 4.42065 -1.68473
C -1.01001 2.72922 -3.32821
H 5.31172 2.27624 -0.67956
H 3.70490 2.77973 -0.13199
H 4.19296 3.06186 -1.80629
H 5.10284 0.63667 -3.43676
H 3.43612 0.91846 -3.95306
H 3.96727 -0.71069 -3.51817
H 5.54404 -0.42918 -0.45448
H 4.33201 -1.64474 -0.86816
H 4.13101 -0.65088 0.58679
H 0.95210 0.21810 -3.87257
H 0.80099 -1.42726 -4.50173
H 1.94169 -1.09342 -3.19702
H -1.74931 -0.30501 -4.19753
H -2.79467 -0.44833 -2.78917
H -2.36272 -1.89207 -3.71828
H 0.82261 -3.37890 -1.94118
H -0.58323 -3.61161 -2.98927
H -0.79016 -3.48473 -1.23087
H 2.95110 3.02764 -3.76120
H 1.66550 3.82594 -4.67762
H 1.84432 2.06767 -4.76023
H 1.88963 4.65410 -1.41356
H 0.26972 4.38874 -0.76250
H 0.46939 5.23561 -2.30885
H -1.25142 1.73047 -3.71043
H -1.13614 3.45603 -4.13754
H -1.70448 2.97768 -2.52364
C -5.36121 1.16560 0.63383
N -3.95125 0.90798 0.40759
C -3.29155 1.19269 -0.71528
N -3.99195 1.67172 -1.76231
O -2.04812 1.02740 -0.83595
H -5.58259 0.95434 1.67467
H -5.99033 0.51949 0.01853
H -5.61738 2.20964 0.44186
H -3.36751 0.61217 1.17490
H -4.97956 1.83884 -1.71858
H -3.48975 1.88886 -2.60571
C 3.70741 2.92604 3.22043
O 2.72470 2.83161 2.17008
C 2.19840 1.64784 1.88981
S 2.59472 0.23641 2.58576
S 0.93817 1.97524 0.67145
H 3.91663 3.98575 3.31441
H 4.60286 2.37356 2.94552
H 3.30867 2.51934 4.14603